[1]
Molecular formula: C25H13Cl66NO4
Method: DFT, the ωB97M-V functional and the def2-TZVPD basis

Values from the calculation:
**Calculated total energy**: -31688.450848 Ha
**Spin multiplicity**: 1
**HOMO-LUMO gap**: 0.36220 Ha
**Max |F|**: 0.11263 hartree/bohr

Geometry (Å):
C 1.67277 3.91448 4.17619
C 1.01607 3.18951 2.88072
O 1.20145 3.76823 1.77982
N 0.29158 1.89666 3.06292
C 0.94622 0.79841 2.30639
C 1.18484 -0.65148 3.00598
O 1.39459 0.90700 1.12839
C -1.17440 2.01867 2.76683
Cl -1.63061 3.76079 3.26722
C -1.91418 0.92340 3.70558
C -3.49949 0.83758 3.48132
C -4.35140 1.99692 4.18587
Cl -6.15057 1.53263 4.18451
O -1.40961 1.82490 1.35265
C -2.49281 2.60864 0.85607
O -2.48140 3.16002 -0.27940
H 2.36039 4.76309 3.81822
H 0.87662 4.34817 4.87729
H 2.32214 3.17343 4.76234
H 2.27195 -0.98879 2.92825
H 0.97233 -0.49650 4.12843
H 0.46099 -1.37429 2.50119
H -1.62026 1.11289 4.79894
H -1.49205 -0.12369 3.44349
H -3.81049 0.76157 2.36826
H -3.85773 -0.15697 3.95046
H -4.30492 3.00685 3.62494
H -4.05347 2.16976 5.27303
H -3.48183 2.73829 1.44266
C 2.31626 4.78304 8.40316
Cl 2.00492 6.09708 9.55738
Cl 2.53302 3.25682 9.28750
Cl 0.93832 4.63210 7.29061
Cl 3.78822 5.14578 7.47540
C -2.30964 -3.57700 1.37845
Cl -2.14167 -2.05478 0.45851
Cl -0.74092 -4.40992 1.42434
Cl -2.83524 -3.21479 3.03514
Cl -3.50828 -4.63064 0.60034
C 3.74483 1.18116 -2.19929
Cl 5.30296 0.58224 -1.58981
Cl 2.69546 -0.20376 -2.57465
Cl 2.98092 2.21038 -0.97001
Cl 4.01302 2.13562 -3.67525
C -6.62496 -2.15494 -0.96628
Cl -4.91380 -2.18891 -0.48799
Cl -7.38339 -3.71000 -0.55947
Cl -7.45639 -0.84546 -0.09931
Cl -6.74477 -1.87684 -2.71695
C -8.30536 1.12827 7.66206
Cl -8.26430 -0.64676 7.58643
Cl -6.66248 1.74655 7.94048
Cl -8.92952 1.77300 6.12907
Cl -9.36393 1.63982 8.99436
C 8.96721 0.27163 -3.02012
Cl 10.71424 0.44254 -3.30152
Cl 8.43260 -1.33078 -3.57089
Cl 8.62671 0.44574 -1.28489
Cl 8.09638 1.52868 -3.92289
C -11.43379 -1.36104 4.68919
Cl -11.43845 -3.13283 4.82375
Cl -9.88000 -0.82283 4.01471
Cl -12.75428 -0.84504 3.61808
Cl -11.66403 -0.64483 6.29880
C 10.66880 3.74473 0.75339
Cl 10.93225 2.41577 -0.39518
Cl 9.01702 3.64716 1.40166
Cl 11.83701 3.61687 2.08658
Cl 10.88751 5.29931 -0.07868
C -3.82104 -6.31237 5.74091
Cl -4.99374 -5.15423 6.40546
Cl -4.36530 -7.96890 6.08231
Cl -3.69162 -6.08017 3.98450
Cl -2.23292 -6.04388 6.49179
C -1.49754 -2.35743 -3.87930
Cl -1.34569 -4.11715 -4.08126
Cl 0.10484 -1.65164 -3.58143
Cl -2.18986 -1.64943 -5.35566
Cl -2.55576 -2.01846 -2.49439
C 6.80470 2.69626 8.82889
Cl 8.33856 2.05434 9.45426
Cl 5.68482 1.35231 8.51302
Cl 6.08985 3.79562 10.02958
Cl 7.10562 3.58237 7.31770
C 3.32604 -3.50002 -5.91613
Cl 3.96990 -1.92244 -5.41376
Cl 3.35820 -3.61405 -7.68951
Cl 4.32347 -4.79582 -5.21893
Cl 1.65244 -3.66809 -5.34181
C 4.04707 -8.05812 -7.95321
Cl 5.40416 -7.06760 -8.53154
Cl 2.83633 -7.01072 -7.18442
Cl 3.30804 -8.91021 -9.32638
Cl 4.64110 -9.24393 -6.77053
C -3.43451 0.13504 -9.26225
Cl -4.98397 -0.32186 -10.00127
Cl -2.09315 -0.38931 -10.30794
Cl -3.37198 1.89867 -9.05897
Cl -3.28502 -0.65011 -7.67472
C -4.64437 0.46191 -14.16819
Cl -4.35561 -0.82858 -15.35511
Cl -6.28866 0.30577 -13.51196
Cl -3.46429 0.32642 -12.84676
Cl -4.47044 2.04375 -14.95912
C 8.34290 2.67268 -8.06230
Cl 8.60312 1.34295 -9.21160
Cl 6.69380 2.57514 -7.40710
Cl 9.51526 2.54531 -6.73383
Cl 8.55817 4.22697 -8.89601

[2]
Molecular formula: C25H15Cl5GeOReTe4
Method: DFT, the ωB97M-V functional and the def2-TZVPD basis

Values from the calculation:
**Calculated total energy**: -6564.881551 Ha
**Spin multiplicity**: 1
**HOMO-LUMO gap (alpha / beta)**: 0.21881 / 0.21667 Ha
**Max |F|**: 0.03879 hartree/bohr
**Total charge**: +1

Geometry (Å):
Re -0.95980 -2.46764 0.12533
Cl -8.01659 -1.45767 -0.07090
C -6.36041 -1.54903 0.34855
C -5.49525 -2.32267 -0.41446
Cl -6.01009 -3.20605 -1.77942
C -4.16989 -2.36094 -0.02316
Cl -2.91737 -3.29748 -0.89729
C -3.65034 -1.70450 1.05951
O -2.32359 -1.76732 1.35795
C -4.52434 -0.94871 1.82986
Cl -3.89449 -0.14115 3.20951
C -5.86435 -0.85608 1.46631
Cl -6.91272 0.12441 2.39111
Te 0.63728 -2.29469 2.23331
Te 2.58381 -4.06152 1.36018
Te 2.76340 -3.21655 -1.18051
Te 0.20615 -3.30797 -2.05281
C 0.44462 -1.27223 0.33477
Ge 1.39874 0.45534 -0.23383
C 0.52593 1.72528 0.89442
C -0.66664 1.45577 1.57094
C -1.23683 2.41839 2.39685
C -0.62959 3.65609 2.54788
C 0.55289 3.93729 1.87487
C 1.12978 2.97574 1.05714
C 0.85393 0.47489 -2.06884
C -0.52430 0.53421 -2.30032
C -1.02948 0.49074 -3.59035
C -0.16233 0.38727 -4.67144
C 1.20680 0.32523 -4.45907
C 1.71272 0.37052 -3.16337
C 3.22650 0.28262 0.30665
C 3.44227 0.20465 1.68640
C 4.69932 -0.09465 2.19649
C 5.76374 -0.30097 1.33257
C 5.57684 -0.18685 -0.03993
C 4.31765 0.09771 -0.54670
H -1.17827 0.50512 1.45364
H -2.15972 2.20146 2.91988
H -1.07716 4.40281 3.19097
H 1.02524 4.90418 1.98875
H 2.06144 3.20837 0.55131
H -1.21298 0.63247 -1.46707
H -2.09780 0.54565 -3.75590
H -0.55386 0.36609 -5.68019
H 1.88416 0.24761 -5.30003
H 2.78332 0.32407 -3.02473
H 2.62531 0.39847 2.37359
H 4.84836 -0.16040 3.26657
H 6.74392 -0.53746 1.72613
H 6.41339 -0.32251 -0.71397
H 4.20066 0.18260 -1.61715

[3]
Molecular formula: C25H15F3N2O14S3
Method: DFT, the ωB97M-V functional and the def2-TZVPD basis

Values from the calculation:
**Calculated total energy**: -3618.664123 Ha
**Spin multiplicity**: 1
**HOMO-LUMO gap**: 0.29625 Ha
**Max |F|**: 0.01521 hartree/bohr

Geometry (Å):
O 5.25612 -0.03623 4.34440
S 5.00082 0.59235 3.08778
O 5.20142 -0.13609 1.87657
C 3.29493 1.13931 3.10554
C 2.74212 2.38178 3.25494
S 3.71220 3.85207 3.42688
C 1.32150 2.55378 3.26865
C 0.45467 1.51993 3.14491
C 0.98509 0.21818 3.00114
N 0.29896 -0.91045 2.87536
S 1.39799 -2.08598 2.76328
N 2.73957 -1.25433 2.85965
C 2.40020 0.02764 2.98194
C 6.30007 1.93637 2.96112
F 6.12032 2.74565 1.93005
F 7.40862 1.23730 2.76561
F 6.42990 2.62633 4.08562
H 4.17023 3.67983 4.67078
H 0.92604 3.55008 3.39183
H -0.61248 1.68050 3.16489
C -4.55940 -0.24917 0.98282
C -5.54314 -1.13789 0.79193
C -5.32722 -2.61570 0.97207
O -6.28709 -3.34262 0.77812
C -4.01107 -3.08225 1.34386
C -3.01790 -2.19913 1.53781
C -3.24048 -0.70876 1.37516
O -2.29970 0.03655 1.57063
O -1.79959 -2.57964 1.87681
O -6.76973 -0.80194 0.42404
H -4.70399 0.81348 0.84859
H -3.86515 -4.14757 1.45607
H -1.21360 -1.79985 2.00178
H -7.27338 -1.63709 0.36660
C 2.67575 3.97842 -3.18275
C 3.95320 4.37451 -3.27098
C 4.91402 4.24856 -2.11366
O 6.05515 4.62487 -2.29992
C 4.42846 3.69770 -0.86162
C 3.15302 3.30433 -0.77617
C 2.19753 3.41280 -1.93845
O 1.06202 3.01414 -1.75234
O 2.59781 2.78718 0.31496
O 4.48495 4.90320 -4.36105
H 1.98008 4.06300 -4.00534
H 5.12090 3.62405 -0.03690
H 1.66798 2.60667 0.06169
H 5.41951 5.08989 -4.14483
C -4.67510 -4.16260 -2.38021
C -4.20925 -2.94781 -2.69872
C -3.46518 -2.67764 -3.98232
O -3.10059 -1.53260 -4.17599
C -3.22977 -3.78026 -4.89183
C -3.69159 -4.99810 -4.57547
C -4.45497 -5.26278 -3.29981
O -4.84341 -6.40067 -3.11659
O -3.52759 -6.06682 -5.33844
O -4.35622 -1.88004 -1.92537
H -5.21387 -4.36265 -1.46329
H -2.68442 -3.58167 -5.80340
H -3.96474 -6.80452 -4.86950
H -3.93053 -1.13760 -2.39892

[4]
Molecular formula: C25H16AsN2O7STi
Method: DFT, the ωB97M-V functional and the def2-TZVPD basis

Values from the calculation:
**Calculated total energy**: -5081.566079 Ha
**Spin multiplicity**: 1
**HOMO-LUMO gap**: 0.26352 Ha
**Max |F|**: 0.01120 hartree/bohr
**Total charge**: +1

Geometry (Å):
Ti 0.36411 -0.99268 0.66007
S 2.61033 -0.76154 0.57370
C 2.97202 -0.14915 -1.07467
C 4.24740 -0.44781 -1.54805
C 4.64540 -0.00237 -2.79858
C 3.77453 0.72688 -3.59446
C 2.49844 1.01371 -3.13534
C 2.08861 0.58262 -1.87704
As 0.35728 1.04463 -1.15783
C -0.53572 -0.75120 -1.36148
C 0.14336 -1.88193 -1.84238
C -0.47797 -3.12838 -1.83147
C -1.76851 -3.26077 -1.33411
C -2.44376 -2.15487 -0.83327
C -1.83005 -0.90558 -0.82464
C -0.53856 2.00784 -2.55960
C -0.60745 3.39072 -2.41303
C -1.18595 4.15918 -3.41442
C -1.70211 3.54628 -4.54583
C -1.64154 2.16513 -4.68390
C -1.05773 1.39087 -3.69430
H 4.92951 -1.01847 -0.93227
H 5.64422 -0.22548 -3.14824
H 4.08729 1.07495 -4.56920
H 1.82080 1.58443 -3.75824
H 1.15002 -1.77374 -2.23031
H 0.05258 -3.99269 -2.20774
H -2.24284 -4.23227 -1.31812
H -3.44391 -2.26191 -0.43543
H -2.36045 -0.04721 -0.42524
H -0.22049 3.87796 -1.52582
H -1.23667 5.23362 -3.30408
H -2.15803 4.14557 -5.32221
H -2.04832 1.69080 -5.56676
H -1.01087 0.31547 -3.81791
O -1.89495 -3.38628 2.44206
C -1.05154 -2.55738 2.52764
O -0.01685 -2.47940 1.59467
C -0.91246 -1.51567 3.58676
C -1.15967 -1.84938 4.90690
C -0.96344 -0.87573 5.87107
C -0.56025 0.40620 5.56314
C -0.32680 0.72550 4.23552
C -0.50975 -0.22382 3.23385
O -0.37866 0.05555 1.92011
N 0.09428 2.10823 3.92563
O -0.15308 2.94949 4.75511
O 0.63114 2.29998 2.85439
N -1.19915 -1.22136 7.28997
O -0.99593 -0.35455 8.10810
O -1.55563 -2.35564 7.51968
H -1.48993 -2.84040 5.18316
H -0.43230 1.15204 6.33443